A molecular structure, C2H4NO2 in a non-equilibrium geometry, computed with wB97M-V/def2-TZVPD.

```
9
Properties=species:S:1:pos:R:3:forces:R:3
C -0.1983 0.6773 0.2801 -2.996 -2.339 0.880
C 0.9416 -0.1518 0.2962 2.008 1.532 -0.554
N -0.7180 2.1804 -0.6445 -1.769 0.772 0.961
O -1.7804 2.5997 -0.1320 2.230 -0.925 -1.052
O 1.3538 -0.9408 -0.8634 -0.493 -0.599 -0.384
H -1.0801 0.0266 -0.1049 1.111 1.169 -0.181
H -0.6623 1.0123 1.2591 1.216 0.062 -0.789
H 1.9182 0.2367 0.7085 -1.064 -0.147 -0.002
H 1.2875 -0.5684 -1.7655 -0.244 0.475 1.121
```
Forces are in eV/Å.

Results
Electronic energy ... -283.66980 Eh
Charge ... -1
Frontier orbital gap (alpha / beta) ... 5.90 / 5.86 eV
Largest force on an atom ... 3.90 eV Å⁻¹
Energy relative to the best compared isomer or geometry (same formula, charge and spin) ... 151.4 kcal/mol